[1]
DFT (the ωB97M-V functional and the def2-TZVPD basis) results for a cluster of 2 separate species, C10H18N3O in total.

* HOMO energy: -12.1 eV
* relative energy (zero: lowest compared OMol25 entry of this formula, charge and spin): 6.74 kcal/mol
* HOMO-LUMO gap: 0.3520 Ha
* strongest force on any atom: 1.015 eV/Å
* total charge: +1
* LUMO: -2.56 eV
* energy: -631.16157 a.u.

CARTESIAN COORDINATES (ANGSTROEM)
C  0.977  -2.935  1.588
C  -1.666  -0.926  -0.242
C  -0.614  -1.784  0.023
C  -2.204  -0.162  0.791
C  -0.069  -1.880  1.300
C  -1.642  -0.191  2.043
C  -0.599  -1.081  2.303
O  -3.222  0.734  0.535
H  -2.110  -0.741  -1.222
H  -0.208  -2.355  -0.801
H  -4.039  0.276  0.311
H  -2.007  0.474  2.823
H  1.891  -2.770  1.025
H  0.597  -3.899  1.237
H  -0.201  -1.099  3.312
H  1.118  -3.027  2.660
C  1.682  0.284  -1.465
C  2.430  1.089  -2.533
C  0.071  1.760  -0.361
N  1.233  1.126  -0.335
N  -0.351  2.407  0.742
N  -0.610  1.871  -1.494
H  0.842  -0.302  -1.812
H  2.376  -0.418  -1.016
H  3.369  0.630  -2.818
H  2.666  2.092  -2.178
H  1.571  0.826  0.566
H  -0.143  1.959  1.624
H  -1.297  2.779  0.725
H  -0.189  1.702  -2.392
H  -1.498  2.358  -1.494
H  1.845  1.204  -3.443

***

[2]
DFT (the ωB97M-V functional and the def2-TZVPD basis) results for a cluster of 12 separate species, C4H35N2O11 in total.

* HOMO energy (alpha / beta): -2.0 / -9.0 eV
* HOMO-LUMO gap (alpha / beta): 0.0739 / 0.3335 Ha
* strongest force on any atom: 9.584 eV/Å
* <S²>: 0.750
* total charge: 0
* LUMO (alpha / beta): 0.04 / 0.11 eV
* spin multiplicity: 2
* energy: -1110.30959 a.u.

CARTESIAN COORDINATES (ANGSTROEM)
N  0.361  -2.152  -0.737
C  0.598  -1.031  0.257
C  -0.658  -0.330  0.846
N  -1.597  -0.329  -0.298
C  -1.599  0.945  -1.030
C  -2.944  -0.830  0.037
H  -0.324  -1.740  -1.422
H  -0.099  -2.925  -0.302
H  1.204  -2.503  -1.106
H  1.189  -0.204  -0.241
H  1.327  -1.479  1.072
H  -0.317  0.706  1.292
H  -1.140  -0.800  1.754
H  -2.653  1.423  -0.947
H  -1.333  0.677  -2.099
H  -0.740  1.695  -0.648
H  -3.581  -0.214  0.670
H  -2.839  -1.597  0.805
H  -3.552  -1.218  -0.847
H  1.791  4.560  -0.136
H  0.648  3.577  -0.604
O  1.129  3.946  0.194
H  1.698  2.321  0.547
H  3.218  1.941  0.930
O  2.417  1.659  0.660
H  -0.700  -4.508  -3.024
H  -1.960  -3.872  -3.348
O  -1.216  -3.918  -2.713
H  1.336  -3.780  1.977
H  0.162  -2.850  2.404
O  0.523  -3.559  1.724
H  2.417  -0.226  3.543
H  2.359  0.302  2.132
O  1.954  -0.241  2.730
H  2.417  -1.563  -3.528
H  1.972  -0.466  -2.682
O  1.787  -1.415  -2.851
H  -2.955  4.019  -1.466
H  -3.023  3.180  -2.764
O  -2.415  3.605  -2.129
H  -0.006  0.961  4.305
H  0.250  -0.122  3.225
O  -0.489  0.309  3.769
H  -0.096  -2.700  4.661
H  -0.101  -1.467  3.816
O  -0.506  -2.368  3.854
H  1.509  1.990  -1.896
H  2.525  1.158  -1.074
O  2.075  1.225  -1.965
H  0.404  3.762  -3.027
H  -0.697  3.311  -2.137
O  0.270  3.134  -2.185

***

[3]
DFT (the ωB97M-V functional and the def2-TZVPD basis) results for a structure of composition C37H47Cl2CoGeN10O2P2Se3.

* HOMO energy (alpha / beta): -6.0 / -8.7 eV
* relative energy (zero: lowest compared OMol25 entry of this formula, charge and spin): 114.86 kcal/mol
* HOMO-LUMO gap (alpha / beta): 0.1143 / 0.0772 Ha
* strongest force on any atom: 5.598 eV/Å
* <S²>: 3.775
* total charge: +1
* LUMO (alpha / beta): -2.85 / -6.59 eV
* spin multiplicity: 4
* energy: -14402.67932 a.u.

CARTESIAN COORDINATES (ANGSTROEM)
Co  -0.134  0.233  1.318
Se  -7.084  -0.097  0.406
P  -5.443  -0.568  -0.807
C  -5.704  0.302  -2.368
C  -5.844  1.649  -2.150
C  -6.232  2.522  -3.189
C  -6.564  1.953  -4.444
C  -6.167  0.609  -4.663
C  -5.793  -0.264  -3.631
C  -5.388  -2.239  -1.361
C  -6.599  -2.755  -1.808
C  -6.676  -4.117  -2.102
C  -5.711  -5.017  -1.623
C  -4.519  -4.545  -1.112
C  -4.340  -3.161  -0.994
C  -3.892  -0.150  -0.018
C  -2.568  0.026  -0.378
N  -1.845  -0.049  0.806
N  -2.691  -0.255  1.853
N  -3.909  -0.420  1.320
P  -1.650  0.485  -1.861
Se  0.456  0.312  -1.402
C  -1.971  -0.709  -3.172
C  -1.351  -1.961  -2.959
C  -1.394  -2.994  -3.900
C  -2.056  -2.724  -5.101
C  -2.907  -1.605  -5.164
C  -2.879  -0.546  -4.251
C  -2.149  2.149  -2.273
C  -2.810  3.042  -1.407
C  -3.332  4.180  -1.934
C  -3.136  4.496  -3.268
C  -2.272  3.726  -4.046
C  -1.781  2.509  -3.587
H  -5.584  1.938  -1.109
H  -6.328  3.628  -3.068
H  -6.800  2.561  -5.336
H  -6.239  0.317  -5.705
H  -5.474  -1.278  -3.812
H  -7.466  -2.117  -1.941
H  -7.548  -4.452  -2.661
H  -5.636  -6.075  -1.799
H  -3.786  -5.243  -0.823
H  -3.423  -2.676  -0.684
H  -0.678  -2.056  -2.091
H  -1.007  -3.936  -3.614
H  -1.907  -3.412  -5.989
H  -3.640  -1.451  -5.926
H  -3.387  0.370  -4.513
H  -2.937  2.780  -0.290
H  -3.828  4.894  -1.268
H  -3.523  5.463  -3.688
H  -1.962  4.063  -4.999
H  -1.037  1.937  -4.090
N  -0.584  2.216  1.347
N  -0.323  2.757  2.603
C  0.810  2.327  3.113
N  1.162  2.835  4.301
N  1.315  1.251  2.409
N  2.797  1.014  2.608
O  3.279  1.560  3.588
O  3.318  0.241  1.837
H  0.065  2.545  0.632
H  -1.530  2.516  1.095
H  -0.811  3.561  2.900
H  0.395  3.274  4.793
H  1.891  2.313  4.813
Cl  0.854  -2.891  8.092
C  0.769  -1.213  7.408
Cl  0.474  0.011  8.661
H  0.045  -1.201  6.582
H  1.802  -0.980  7.116
C  1.769  -2.539  0.541
C  1.045  -2.428  1.802
N  0.298  -1.400  2.228
C  -0.188  -1.823  3.478
C  0.427  -3.018  3.838
N  1.078  -3.465  2.664
H  2.822  -2.694  0.721
H  1.563  -1.589  0.014
H  1.405  -3.403  -0.066
H  -0.879  -1.183  4.050
H  0.479  -3.479  4.771
H  1.603  -4.371  2.468
C  6.871  0.225  2.870
Ge  8.486  1.160  2.440
C  10.078  0.111  2.415
C  8.922  2.864  3.414
C  7.888  1.567  0.556
Se  9.505  1.710  -0.535
C  9.280  0.002  -1.536
H  6.528  0.542  3.864
H  7.012  -0.857  2.871
H  6.037  0.449  2.152
H  10.561  0.168  3.409
H  10.824  0.508  1.653
H  9.792  -0.934  2.154
H  8.502  3.779  2.965
H  9.998  3.126  3.363
H  8.658  2.870  4.519
H  7.458  2.605  0.698
H  7.097  0.910  0.229
H  9.242  -0.858  -0.861
H  10.197  0.028  -2.127
H  8.440  0.010  -2.243

***

[4]
DFT (the ωB97M-V functional and the def2-TZVPD basis) results for a structure of composition C19H16GeN4O4S5SeZr.

* HOMO energy: -1.0 eV
* HOMO-LUMO gap: 0.1788 Ha
* strongest force on any atom: 0.811 eV/Å
* total charge: -2
* LUMO: 3.85 eV
* energy: -7770.16746 a.u.

CARTESIAN COORDINATES (ANGSTROEM)
Zr  0.537  0.627  -0.584
O  -6.028  -1.757  -1.289
C  -5.185  -2.496  -0.752
O  -5.241  -3.696  -0.419
C  -3.826  -1.806  -0.442
C  -2.798  -2.525  0.151
C  -1.580  -1.922  0.429
N  -1.366  -0.641  0.095
C  -2.418  0.109  -0.311
C  -3.636  -0.440  -0.633
C  -2.173  1.594  -0.086
O  -3.032  2.411  -0.317
O  -0.997  1.806  0.457
H  -2.992  -3.553  0.426
H  -1.080  -3.166  2.047
H  -4.454  0.185  -0.961
S  7.498  -1.931  -0.586
C  5.915  -1.545  -0.876
S  4.585  -2.361  -0.147
C  3.302  -1.422  -0.873
C  3.675  -0.431  -1.706
S  2.527  0.558  -2.522
S  5.407  -0.266  -1.915
S  1.634  -1.834  -0.618
C  1.537  0.342  1.848
Ge  0.541  -1.329  2.360
C  1.882  -2.427  3.263
C  -0.696  -0.573  3.687
C  -0.545  -2.581  1.290
H  2.249  0.360  2.680
H  0.958  1.261  1.995
H  2.257  0.453  1.014
H  2.397  -1.836  4.022
H  2.615  -2.812  2.554
H  1.392  -3.270  3.755
H  -0.203  -0.402  4.646
H  -1.539  -1.248  3.847
H  -1.087  0.378  3.321
H  0.094  -3.278  0.754
Se  1.892  4.209  0.149
N  1.050  5.151  -1.183
C  0.460  4.282  -1.992
C  -0.361  4.515  -3.107
C  -0.980  3.424  -3.746
C  -0.812  2.132  -3.341
N  0.031  1.856  -2.284
C  0.661  2.884  -1.679
N  1.431  2.580  -0.603
H  -0.564  5.529  -3.423
H  -1.638  3.616  -4.585
H  -1.296  1.289  -3.808